[1]
This record from OMol25 describes a molecular structure, C39H46N4NiO10S2Si. The level of theory is wB97M-V/def2-TZVPD.

Element x y z (Å)
Ni -0.10 0.21 -0.11
O -0.48 -1.10 4.22
S -0.94 -0.09 3.27
O -1.35 1.17 3.87
N 0.11 0.14 2.07
C 1.40 0.42 2.47
C 1.84 0.63 3.78
C 3.19 0.87 4.08
C 4.15 0.96 3.11
C 3.75 0.82 1.76
C 4.66 0.96 0.68
C 4.22 0.87 -0.60
C 2.85 0.62 -0.83
N 1.99 0.47 0.14
C 2.40 0.56 1.44
C -2.37 -0.81 2.51
C -2.27 -1.83 1.58
C -3.43 -2.43 1.12
C -4.67 -2.03 1.60
C -4.76 -1.01 2.54
C -3.61 -0.38 2.99
H 1.14 0.59 4.59
H 3.47 1.00 5.12
H 5.19 1.14 3.34
H 5.70 1.15 0.91
H 4.89 0.98 -1.44
H 2.44 0.55 -1.83
H -1.30 -2.12 1.18
H -3.35 -3.18 0.35
H -5.57 -2.49 1.22
H -5.73 -0.68 2.90
H -3.65 0.44 3.68
S 0.01 1.08 -2.55
C -0.10 2.51 -1.59
C -0.17 3.83 -2.09
C -0.29 4.88 -1.20
C -0.36 4.63 0.17
C -0.30 3.32 0.59
N -0.15 2.31 -0.26
H -0.13 3.98 -3.16
H -0.35 5.90 -1.58
H -0.48 5.43 0.89
H -0.38 3.04 1.63
C -1.74 -2.40 -2.91
C -0.56 -3.18 -3.49
C 0.11 -2.36 -4.59
C -1.05 -4.52 -4.04
O 0.43 -3.47 -2.52
Si 0.36 -3.27 -0.87
O 0.21 -1.79 -0.41
O 1.74 -4.05 -0.34
C 3.09 -3.94 -0.74
C 3.91 -4.53 0.41
C 3.32 -4.74 -2.02
C 3.46 -2.47 -0.94
O -0.85 -4.30 -0.35
C -0.83 -5.49 0.41
C -0.24 -5.24 1.79
C -0.05 -6.58 -0.33
C -2.29 -5.95 0.55
H -2.45 -2.16 -3.70
H -1.40 -1.47 -2.44
H -2.25 -3.00 -2.15
H -0.58 -2.20 -5.43
H 0.99 -2.89 -4.95
H 0.42 -1.40 -4.19
H -1.81 -4.38 -4.81
H -1.48 -5.11 -3.22
H -0.21 -5.08 -4.47
H 3.64 -5.58 0.56
H 3.70 -3.98 1.33
H 4.98 -4.47 0.19
H 3.11 -5.79 -1.85
H 4.36 -4.63 -2.35
H 2.65 -4.37 -2.80
H 3.23 -1.91 -0.04
H 2.88 -2.05 -1.76
H 4.53 -2.37 -1.17
H 0.80 -4.92 1.71
H -0.28 -6.15 2.40
H -0.80 -4.46 2.31
H 0.97 -6.25 -0.51
H -0.53 -6.78 -1.30
H -0.04 -7.50 0.25
H -2.85 -5.26 1.17
H -2.33 -6.94 1.00
H -2.75 -5.99 -0.44
O -3.07 2.11 0.47
C -3.08 1.02 -0.11
O -2.14 0.21 -0.35
C -4.44 0.53 -0.63
C -4.50 -0.44 -1.62
C -5.73 -0.91 -2.08
C -6.91 -0.42 -1.54
C -6.82 0.55 -0.55
C -5.61 1.04 -0.10
N -8.07 1.06 0.03
O -7.99 1.92 0.89
O -9.12 0.60 -0.37
H -3.57 -0.84 -2.00
H -5.77 -1.67 -2.85
H -7.87 -0.78 -1.86
H -5.56 1.81 0.66

* highest occupied orbital energy (spin up / spin down): -2.38 / -2.35 eV
* charge: -2
* ⟨S²⟩: 2.005
* 2S+1: 3

=====

[2]
This record from OMol25 describes a molecular structure, C51H47AuBrF3N3O2SbSi in a non-equilibrium geometry. The level of theory is wB97M-V/def2-TZVPD.

Element x y z (Å)
Au -0.41 0.26 0.98
C 0.73 1.97 0.68
Si 1.97 2.01 -0.76
C 2.63 0.31 -1.40
N 1.73 -0.73 -1.83
C 1.66 -2.01 -1.18
C 2.19 -3.12 -2.10
C 1.79 -2.83 -3.56
C 0.57 -1.91 -3.63
C 0.90 -0.55 -3.00
C 1.22 2.82 -2.27
C 2.08 3.41 -3.20
C 1.59 3.97 -4.37
C 0.23 3.95 -4.63
C -0.64 3.37 -3.71
C -0.14 2.82 -2.54
C 3.52 2.90 -0.21
C 4.78 2.60 -0.72
C 5.90 3.31 -0.33
C 5.79 4.36 0.58
C 4.55 4.68 1.10
C 3.43 3.96 0.71
H -0.10 2.67 0.56
H 1.24 2.22 1.61
H 3.32 -0.08 -0.65
H 3.20 0.69 -2.27
H 0.60 -2.23 -0.94
H 2.22 -1.98 -0.25
H 1.78 -4.08 -1.77
H 3.27 -3.19 -2.01
H 1.60 -3.76 -4.10
H 2.62 -2.33 -4.07
H -0.28 -2.37 -3.12
H 0.26 -1.75 -4.66
H -0.03 -0.02 -2.74
H 1.44 0.09 -3.72
H 3.15 3.45 -3.00
H 2.27 4.42 -5.08
H -0.15 4.38 -5.54
H -1.70 3.37 -3.91
H -0.82 2.36 -1.84
H 4.91 1.79 -1.43
H 6.87 3.06 -0.75
H 6.67 4.92 0.87
H 4.45 5.50 1.80
H 2.46 4.25 1.12
C -1.51 -2.80 1.35
O -1.59 -1.52 0.70
C -2.56 -1.38 -0.30
C -3.35 -2.41 -0.73
C -4.31 -2.16 -1.71
Br -5.39 -3.58 -2.31
C -4.47 -0.90 -2.22
C -3.66 0.15 -1.78
C -2.65 -0.08 -0.83
O -1.81 0.85 -0.43
C -3.90 1.50 -2.26
N -3.32 2.60 -1.78
C -3.82 3.72 -2.43
C -3.55 5.08 -2.29
C -4.24 5.93 -3.12
C -5.16 5.46 -4.06
C -5.44 4.11 -4.20
C -4.74 3.25 -3.36
N -4.75 1.87 -3.22
H -1.22 -3.56 0.63
H -2.48 -3.05 1.79
H -0.76 -2.72 2.12
H -3.27 -3.40 -0.31
H -5.25 -0.73 -2.95
H -2.63 2.52 -1.04
H -2.83 5.44 -1.57
H -4.06 7.00 -3.06
H -5.68 6.17 -4.70
H -6.15 3.75 -4.92
H -5.33 1.23 -3.76
F 0.64 4.66 6.92
C 0.73 3.64 6.07
C 1.57 2.59 6.39
C 1.66 1.53 5.50
C 0.92 1.54 4.32
C 0.08 2.61 4.03
C -0.02 3.68 4.91
Sb 1.11 -0.08 3.02
C 0.84 -1.78 4.22
C -0.44 -2.19 4.58
C -0.61 -3.27 5.43
C 0.51 -3.92 5.90
F 0.35 -4.95 6.72
C 1.80 -3.52 5.57
C 1.96 -2.44 4.72
C 3.13 -0.12 2.51
C 3.71 -1.30 2.04
C 5.03 -1.31 1.64
C 5.75 -0.13 1.73
F 7.02 -0.13 1.33
C 5.21 1.04 2.21
C 3.88 1.05 2.60
H 2.13 2.61 7.31
H 2.31 0.70 5.74
H -0.51 2.62 3.12
H -0.67 4.52 4.72
H -1.32 -1.67 4.22
H -1.60 -3.60 5.74
H 2.65 -4.06 5.98
H 2.96 -2.12 4.46
H 3.14 -2.22 2.00
H 5.51 -2.21 1.28
H 5.82 1.93 2.27
H 3.45 1.96 2.98

* highest occupied orbital energy: -11.52 eV
* charge: +2
* ΔE to the lowest compared entry with this formula, charge and spin: 0.0000 eV

=====

[3]
This record from OMol25 describes C14H17NO4 in the gas phase. The level of theory is wB97M-V/def2-TZVPD.

Element x y z (Å)
C 2.81 -0.69 2.07
C 2.30 -0.81 0.65
O 1.63 -1.74 0.25
N 2.70 0.21 -0.15
C 2.09 0.42 -1.44
C 1.19 1.64 -1.38
O 1.16 2.40 -0.45
O 0.43 1.76 -2.47
C -0.60 2.75 -2.40
C -1.55 2.50 -1.21
O -2.15 3.41 -0.71
C -1.60 1.10 -0.76
C -1.64 0.03 -1.66
C -1.62 -1.26 -1.18
C -1.51 -1.53 0.18
C -1.40 -2.95 0.65
C -1.46 -0.47 1.08
C -1.32 -0.72 2.55
C -1.54 0.83 0.61
H 2.63 -1.62 2.60
H 3.87 -0.47 2.08
H 2.27 0.11 2.57
H 3.07 1.04 0.29
H 2.85 0.57 -2.22
H 1.49 -0.46 -1.69
H -1.14 2.69 -3.34
H -0.17 3.75 -2.29
H -1.71 0.22 -2.72
H -1.67 -2.09 -1.88
H -1.65 -3.64 -0.15
H -2.05 -3.13 1.50
H -0.37 -3.13 0.95
H -2.19 -1.26 2.94
H -0.44 -1.34 2.74
H -1.22 0.21 3.10
H -1.50 1.67 1.29

* highest occupied orbital energy: -8.94 eV
* ΔE to the lowest compared entry with this formula, charge and spin: 0.2254 eV
* structure (SMILES): CC(=O)NCC(=O)OCC(=O)c1ccc(C)c(C)c1